Molecular formula: C6H12S
Method: DFT, wB97M-V/def2-TZVPD

Summary:
Structure (SMILES): C=CC=C.CSC
Energy above the lowest of the compared OMol25 structures with the same formula, charge and spin: 183.5 kJ/mol
F_max: 3.5 eV/A
Electronic energy: -17249.6988 eV
HOMO level: -8.4472 eV
Gap between HOMO and LUMO: 9.1 eV

Last column: natural (NBO) charge in e.
CARTESIAN COORDINATES (ANGSTROEM)
S  2.3801  1.5582  1.1685  0.16
C  -1.6736  -1.1441  -0.9891  -0.22
C  -0.3886  -1.6318  -3.0655  -0.35
C  -2.1093  -0.2926  -0.0022  -0.38
C  0.6880  1.2830  0.5829  -0.76
C  -1.1486  -0.7654  -2.3153  -0.23
C  2.1234  0.8648  2.8582  -0.73
H  1.4838  1.5886  3.4425  0.21
H  -0.2356  -2.6108  -2.7310  0.19
H  -1.4161  -2.1689  -0.6349  0.20
H  -1.0715  0.2749  -2.6012  0.20
H  0.1883  -1.2626  -3.8774  0.20
H  0.0324  2.1063  0.9167  0.21
H  3.1032  0.6592  3.3308  0.23
H  0.3804  0.2493  0.9024  0.23
H  1.5720  -0.0454  2.6922  0.21
H  -2.4982  -0.7079  0.9083  0.20
H  -2.0361  0.7620  -0.0744  0.19
H  0.6260  1.2831  -0.5116  0.23


Molecular formula: C9H17NO2
Method: DFT, wB97M-V/def2-TZVPD

Summary:
Energy above the lowest of the compared OMol25 structures with the same formula, charge and spin: 908.7 kJ/mol
F_max: 6.1 eV/A
Electronic energy: -15184.7747 eV
HOMO level: -9.2554 eV
Gap between HOMO and LUMO: 9.7 eV

Last column: natural (NBO) charge in e.
CARTESIAN COORDINATES (ANGSTROEM)
O  -0.1405  -2.0504  3.1699  -0.68
O  0.2581  -3.3566  1.3476  -0.55
N  1.3170  2.4217  -0.7578  -0.87
C  -0.2154  0.0295  1.5434  -0.29
C  -1.3980  0.0294  0.5635  -0.45
C  -0.6375  0.9109  -1.7758  -0.43
C  0.1078  -1.3065  -1.1360  -0.42
C  -1.1826  -0.3847  -0.9437  -0.22
C  1.3030  -1.1634  -0.1575  -0.43
C  -0.1773  2.1679  -1.1050  -0.28
C  0.8390  -1.1022  1.2858  -0.38
C  0.2656  -2.3153  1.8521  0.78
H  -0.8343  2.9313  -1.8947  0.20
H  0.1887  1.0713  1.4059  0.22
H  -2.2047  0.6447  0.6010  0.22
H  2.0413  2.9045  -1.7952  0.37
H  -2.0190  -0.8802  0.7101  0.22
H  1.5771  -0.9672  2.0466  0.23
H  -2.1372  -0.9150  -1.1880  0.24
H  -1.6018  1.2224  -2.4439  0.22
H  0.0854  -0.9468  3.1259  0.42
H  1.7919  0.0080  -0.1700  0.24
H  -0.3002  -0.1759  2.6874  0.14
H  -0.0424  -2.4925  -1.3670  0.24
H  -0.9224  2.4251  -0.1891  0.21
H  0.1153  0.6640  -2.7282  0.21
H  1.3019  3.3280  -0.0206  0.38
H  2.1804  -2.0403  -0.3797  0.25
H  0.4407  -0.6618  -2.2869  0.21


Molecular formula: C5H10CsO4
Method: DFT, wB97M-V/def2-TZVPD

Summary:
Multiplicity: 2
<S²>: 0.754
F_max: 1.9 eV/A
Electronic energy: -14082.8361 eV
HOMO level (spin up / spin down): -7.1245 / -7.4765 eV
Gap between HOMO and LUMO (spin up / spin down): 5.9 / 6.3 eV

Last column: Mulliken spin population.
CARTESIAN COORDINATES (ANGSTROEM)
Cs  2.5495  1.8409  4.8409  0.00
O  -1.9769  0.7338  1.6569  0.01
O  -0.4658  -0.0976  3.1071  0.00
O  -1.2722  2.1245  -1.9055  0.00
O  -0.5251  2.0799  2.6175  0.00
C  -3.3380  -0.5201  0.1907  0.89
C  0.7981  0.8652  -2.4268  0.00
C  -2.3371  -0.5964  1.2782  -0.06
C  -0.9595  0.9075  2.5497  0.00
C  0.1108  2.2170  -2.3765  0.00
H  1.8242  0.9732  -2.8069  0.00
H  -1.2183  1.9965  -0.9460  0.00
H  -2.7201  -1.1124  2.1783  0.07
H  0.6735  2.9030  -1.7197  0.00
H  -3.5644  -1.4261  -0.3717  0.02
H  -1.4550  -1.1709  0.9522  0.03
H  0.2558  0.1767  -3.0908  0.00
H  0.8514  0.4085  -1.4280  0.00
H  -4.0127  0.3356  0.1327  0.02
H  0.0553  2.6634  -3.3793  0.00


Molecular formula: C46H42BBrCl3N11O6SSr
Method: DFT, wB97M-V/def2-TZVPD

Summary:
Energy above the lowest of the compared OMol25 structures with the same formula, charge and spin: 171.3 kJ/mol
Net charge: -2
F_max: 2.0 eV/A
Electronic energy: -197021.3774 eV
HOMO level: 0.1601 eV
Gap between HOMO and LUMO: 3.2 eV

Last column: Löwdin charge in e.
CARTESIAN COORDINATES (ANGSTROEM)
Sr  -0.6648  -0.0670  -0.2633  1.47
Br  8.3742  -2.5758  -5.8183  0.55
Cl  -1.8695  -0.1856  4.5955  0.65
Cl  -0.6098  -3.1849  0.3057  0.83
Cl  -2.4130  -5.5431  4.8160  0.59
S  1.4593  2.8055  0.8021  0.73
O  -0.9310  -0.7064  1.8467  -0.32
O  1.4971  -0.8380  -0.8337  -0.05
O  -2.2272  1.5257  0.1902  -0.31
O  3.4598  0.2587  0.1204  0.12
O  3.3132  0.0526  -2.1438  0.17
O  -2.7673  -0.9398  -0.3663  -0.28
N  1.8548  0.0126  2.3990  0.17
N  0.9632  4.0333  3.1203  -0.14
N  2.8776  -5.0961  -5.3430  -0.05
N  -3.6253  0.0238  -0.5234  -0.25
N  -3.3920  1.2611  -0.2456  -0.05
N  -0.8547  3.4674  -4.5953  0.11
N  -3.1606  3.2178  -4.6149  0.11
N  1.7331  -4.4503  -5.0523  -0.01
N  -0.6961  1.7506  -2.3894  0.06
N  -0.7652  -1.2012  -2.4831  -0.03
N  1.9393  2.1055  3.4425  0.02
C  -1.7149  -1.7408  3.8331  -0.59
C  0.3400  -1.9785  -2.6834  -0.20
C  1.6313  -3.7106  -3.9746  -0.29
C  2.3943  0.7690  3.3309  -0.26
C  -6.2957  -1.8800  -2.2030  -0.08
C  -7.3408  -0.9671  -2.2201  -0.11
C  0.2177  5.0925  2.4875  -0.05
C  2.1959  -1.2687  2.3637  -0.10
C  6.6363  -3.3558  -5.5525  -0.74
C  4.3351  2.1889  -2.4146  -0.01
C  -7.1420  0.3035  -1.6933  -0.11
C  1.4174  2.9225  2.4555  -0.69
C  0.4115  -2.9209  -3.7708  -0.08
C  5.2361  -5.2973  -5.4907  -0.08
C  5.1499  1.9737  0.2973  -0.02
C  -1.4857  -4.2141  2.6386  -0.15
C  -4.8880  -0.2782  -1.0991  -0.17
C  2.6152  -3.6708  -2.9258  -0.06
C  -5.9260  0.6567  -1.1381  -0.03
C  3.0690  -1.8544  3.2670  -0.04
C  1.1949  3.9114  4.4739  -0.06
C  -1.7790  -1.3171  -3.3344  -0.19
C  -1.8535  2.0883  -2.9276  -0.08
C  0.3107  3.1071  -4.0507  -0.12
C  -5.0762  -1.5461  -1.6403  -0.01
C  2.5017  -2.7833  -1.9004  -0.04
C  5.7391  -0.4214  0.0574  0.00
C  -1.1532  -3.0696  1.9444  -0.55
C  -2.0716  -2.8674  4.5471  -0.17
C  4.5364  0.7512  -1.9291  -0.44
C  4.7432  0.6605  -0.3669  -0.44
C  4.2898  -3.0883  -5.1353  -0.06
C  1.4238  -1.8825  -1.8139  -0.27
C  3.3429  0.3033  4.2414  -0.02
C  -1.9500  -4.1056  3.9399  -0.70
C  5.6263  0.0822  -2.7566  0.00
C  -0.6723  -2.9901  -4.6261  -0.03
C  -1.2426  -1.7505  2.4873  -0.52
C  -1.7900  -2.1767  -4.4144  -0.10
C  5.5414  -2.5361  -5.3008  -0.18
C  1.8063  2.7367  4.6755  -0.05
C  -1.9379  2.9399  -4.0337  -0.37
C  4.0635  -4.5021  -5.2700  -0.38
C  0.3964  2.2558  -2.9698  -0.11
C  6.4851  -4.7395  -5.6293  -0.20
C  3.6693  -1.0396  4.2134  -0.07
B  2.6894  -0.1711  -0.9341  -0.88
H  6.0580  2.3622  -0.1659  0.09
H  5.1091  -6.3718  -5.5513  0.08
H  5.6577  -0.9907  -2.5767  0.09
H  5.2417  2.7808  -2.2916  0.08
H  -2.7571  1.7002  -2.4744  0.09
H  4.3481  2.7040  0.2227  0.05
H  -1.3867  -5.1826  2.1683  0.10
H  -7.9489  1.0261  -1.7200  0.09
H  7.3522  -5.3689  -5.7936  0.08
H  1.7429  -1.8620  1.5790  0.11
H  5.4106  0.2246  -3.8150  0.08
H  5.6531  -0.5515  1.1376  0.09
H  6.7598  -0.1254  -0.1873  0.09
H  1.3526  1.9693  -2.5501  0.09
H  0.9119  4.6757  5.1752  0.11
H  -2.4413  -2.7765  5.5585  0.09
H  5.5134  -1.3749  -0.4197  0.09
H  3.2741  -2.9150  3.2270  0.11
H  -8.3038  -1.2444  -2.6299  0.09
H  4.3847  -1.4420  4.9194  0.10
H  5.6773  -1.4630  -5.2260  0.07
H  -3.9647  3.0986  -4.0218  0.08
H  -0.8336  4.8162  2.3877  0.10
H  -2.6408  -0.6825  -3.1396  0.08
H  -2.6507  -2.2201  -5.0703  0.08
H  3.4484  -2.4389  -4.9319  0.09
H  6.6040  0.5152  -2.5346  0.09
H  -4.2467  -2.2388  -1.6142  0.12
H  3.2676  -2.7396  -1.1267  0.12
H  -5.7584  1.6405  -0.7270  0.10
H  4.0624  2.1650  -3.4703  0.09
H  -0.6163  -3.6915  -5.4478  0.10
H  0.3051  5.9983  3.0857  0.08
H  -6.4302  -2.8616  -2.6391  0.10
H  5.3424  1.7878  1.3558  0.09
H  3.5198  2.6601  -1.8618  0.08
H  3.8217  0.9758  4.9409  0.10
H  3.4416  -4.3671  -2.9694  0.10
H  0.6241  5.2561  1.4918  0.05
H  2.1222  2.2768  5.5926  0.11
H  1.1950  3.5273  -4.5145  0.10
H  -3.1731  4.0349  -5.2013  0.08


Molecular formula: C22H27F4N5O12
Method: DFT, wB97M-V/def2-TZVPD

Summary:
Structure (SMILES): O=C1OC[C@@H](F)O1.O=C1OC[C@@H](F)O1.O=C1OC[C@@H](F)O1.O=C1OC[C@@H](F)O1.CC#N.CC#N.CC#N.CC#N.CC#N
Energy above the lowest of the compared OMol25 structures with the same formula, charge and spin: 149.9 kJ/mol
F_max: 6.8 eV/A
Electronic energy: -66139.3788 eV
HOMO level: -10.5538 eV
Gap between HOMO and LUMO: 10.4 eV

Last column: natural (NBO) charge in e.
CARTESIAN COORDINATES (ANGSTROEM)
F  -0.0226  2.7681  -1.6583  -0.33
F  1.7864  -0.8836  3.6486  -0.32
F  1.1740  1.0259  -3.5311  -0.35
F  -4.3157  -4.4544  2.0927  -0.33
O  2.6291  3.3689  -5.1394  -0.47
O  2.6848  0.8965  2.5199  -0.51
O  1.3168  2.0142  3.7776  -0.47
O  -0.3671  -5.0014  3.9881  -0.58
O  1.3822  2.4516  1.5246  -0.60
O  -1.3115  4.1315  -2.7113  -0.50
O  -1.6273  2.7574  -4.3055  -0.46
O  -2.2829  -4.1157  2.9466  -0.49
O  1.0375  1.9182  -5.5996  -0.49
O  -1.4895  -6.0923  2.4836  -0.48
O  -1.1955  4.8796  -4.8804  -0.58
O  1.0654  3.8887  -6.7564  -0.53
N  -2.9472  0.3017  5.2529  -0.35
N  -2.2946  1.8703  1.2873  -0.40
N  -1.2475  -2.0453  0.2402  -0.43
N  5.6220  -0.4803  2.1386  -0.35
N  -1.0549  -1.2823  -4.4838  -0.35
C  -1.6628  -3.0943  -2.6886  -0.73
C  5.2162  -0.7946  1.1584  0.31
C  -1.3133  -2.0648  -3.6534  0.30
C  1.5387  3.1598  -5.8944  0.96
C  -2.3609  2.7529  2.0632  0.34
C  -1.3638  -0.8065  3.5142  -0.73
C  -1.9404  2.0354  -3.1295  -0.14
C  -3.0128  -4.5001  1.7925  0.43
C  0.4874  -0.1854  -0.2813  -0.75
C  -1.3737  -5.0263  3.2862  0.97
C  -1.3477  3.9714  -4.0632  0.96
C  -2.4762  3.8805  2.9770  -0.74
C  -2.7050  -5.9786  1.8145  -0.14
C  1.8015  1.1894  -4.7215  0.44
C  -2.2228  -0.1457  4.4749  0.30
C  2.1172  1.2296  4.6234  -0.14
C  -1.2920  2.9022  -2.0640  0.43
C  1.8446  1.9035  2.5540  0.97
C  3.0037  2.1416  -4.6340  -0.13
C  2.6883  0.0830  3.7441  0.44
C  4.7135  -1.2486  -0.1619  -0.72
C  -0.4559  -1.2369  -0.0154  0.35
H  3.6675  -0.3100  4.0178  0.21
H  1.5644  -0.3536  -0.2801  0.25
H  3.3156  2.2943  -3.6008  0.21
H  3.8728  -0.6838  -0.5649  0.25
H  -1.8333  3.9181  3.8565  0.27
H  -1.8338  -0.8260  2.5309  0.27
H  -3.0232  2.0560  -3.0066  0.21
H  4.4206  -2.2955  -0.0824  0.25
H  1.5370  0.7582  5.4167  0.22
H  -2.0267  -3.9529  -3.2530  0.26
H  -0.8093  -3.3720  -2.0700  0.26
H  -1.5575  1.0171  -3.1975  0.23
H  -2.5281  -6.3655  0.8109  0.20
H  5.5202  -1.2403  -0.8949  0.26
H  -0.4731  -0.1830  3.4365  0.24
H  -2.4400  -2.7324  -2.0155  0.27
H  3.8202  1.7597  -5.2467  0.19
H  1.9997  0.1629  -5.0297  0.17
H  0.2902  0.2505  -1.2607  0.27
H  -0.9955  -1.7859  3.8195  0.27
H  -2.3723  4.8066  2.4115  0.26
H  2.8845  1.9154  4.9826  0.20
H  -3.4175  -6.6398  2.3078  0.21
H  -2.7835  -3.8536  0.9454  0.20
H  -1.8877  2.9148  -1.1513  0.18
H  0.1957  0.6230  0.3892  0.30
H  -3.5324  4.0328  3.1989  0.26


Molecular formula: C10H19N3O4
Method: DFT, wB97M-V/def2-TZVPD

Summary:
Structure (SMILES): CC(C)[C@H](NC(=O)[C@@H](N)CCC(N)=O)C(=O)O
Energy above the lowest of the compared OMol25 structures with the same formula, charge and spin: 136.5 kJ/mol
F_max: 3.5 eV/A
Electronic energy: -23339.3302 eV
HOMO level: -9.0299 eV
Gap between HOMO and LUMO: 9.5 eV

Last column: natural (NBO) charge in e.
CARTESIAN COORDINATES (ANGSTROEM)
O  1.4343  -1.1642  -1.6500  -0.63
O  -0.4241  2.6207  1.4659  -0.70
O  0.6919  2.1662  3.3260  -0.58
O  -0.9326  -2.0700  0.9207  -0.64
N  -3.5372  -0.3459  -0.1469  -0.80
N  -0.9307  0.1662  0.8425  -0.62
N  1.0103  0.2935  -3.2565  -0.82
C  2.5256  -0.2605  2.6457  -0.62
C  0.6672  -0.7412  -2.5153  0.67
C  -1.2659  -1.0077  0.3674  0.67
C  -2.3717  -0.9859  -0.7435  -0.13
C  0.1008  1.7772  2.3695  0.79
C  2.1378  0.7952  0.3836  -0.62
C  -0.7827  -1.2956  -2.7504  -0.51
C  0.0962  0.3331  1.8937  -0.16
C  -1.8914  -0.3981  -2.1080  -0.40
C  1.5414  -0.1141  1.4509  -0.22
H  1.3108  1.0612  -0.3086  0.20
H  1.4172  -1.1795  1.0706  0.26
H  -0.1868  3.5040  1.8350  0.51
H  3.5620  -0.4712  2.3518  0.22
H  -1.2313  0.9721  0.4341  0.40
H  2.2160  -1.1031  3.3284  0.21
H  -3.7718  -0.9430  0.7260  0.37
H  0.4973  0.5020  -4.0785  0.39
H  -0.1447  -0.3741  2.7165  0.25
H  -2.6776  -0.2536  -2.8060  0.23
H  -0.8236  -2.3340  -2.3568  0.24
H  -1.3367  0.5196  -1.8780  0.20
H  1.9405  0.6432  -3.0873  0.41
H  -0.9615  -1.4931  -3.7754  0.22
H  -2.5970  -2.0612  -0.8319  0.22
H  -3.2205  0.5655  0.2171  0.34
H  2.4639  1.7318  0.8426  0.19
H  2.5177  0.6806  3.2498  0.22
H  2.9567  0.2636  -0.1444  0.24